No. 1
The following is a quantum chemistry calculation of a cluster of 6 separate species, C18H24O18 in total in a non-equilibrium geometry, from the OMol25 dataset.

ORCA input file:
```
! RIJCOSX wB97M-V def2-TZVPD def2/J DEFGRID3
* xyz 0 1
O 0.839 -5.181 1.484
O -2.489 -5.239 0.368
O -4.691 -5.701 0.467
O 0.924 -4.922 3.699
O -2.304 4.499 -1.062
O -0.396 -2.846 -4.019
O -1.303 3.693 5.218
O 0.032 3.569 3.338
O 1.471 0.711 -1.278
O -0.356 5.608 -1.196
O 1.641 -3.281 2.379
O -0.767 3.985 -2.615
O 0.046 -4.937 -3.352
O 1.978 2.796 -0.646
O -3.934 -3.814 -0.479
O 1.696 -3.474 -3.865
O 0.406 1.597 0.412
O -1.185 5.354 3.753
C 0.583 4.360 -2.880
C 0.021 0.223 0.520
C 0.822 -0.415 -0.646
C -3.793 -4.981 0.218
C 1.094 -4.508 2.422
C 0.296 -1.662 -4.293
C -1.792 -4.003 0.251
C -0.003 4.310 2.123
C -1.260 4.696 -1.593
C 1.315 -3.864 4.615
C 0.772 5.616 -2.081
C 1.789 -2.072 -4.165
C -2.705 -3.096 -0.560
C 0.416 -3.872 -3.724
C 1.367 1.776 -0.492
C -0.853 4.142 4.215
C -0.395 5.711 2.630
C 1.702 -2.710 3.691
H -0.515 3.885 1.264
H 2.747 -2.450 3.862
H 0.738 4.515 -3.954
H -0.089 -0.853 -3.668
H -0.015 -1.418 -5.316
H -0.956 6.177 1.823
H 0.301 -0.998 -1.402
H -1.503 -3.557 1.206
H 2.156 -4.172 5.222
H 1.639 -1.057 -0.311
H 1.023 4.448 1.762
H 1.573 5.585 -1.338
H 0.351 -3.617 5.056
H 1.274 3.530 -2.736
H -2.271 -3.055 -1.558
H 0.437 6.280 3.039
H -1.053 0.186 0.356
H -0.860 -4.312 -0.220
H 1.074 -1.822 3.721
H 0.339 -0.233 1.453
H 2.299 -1.870 -5.102
H 0.893 6.498 -2.709
H 2.271 -1.572 -3.329
H -2.838 -2.184 0.019
*
```

Calculated values
- ΔE to the lowest compared entry with this formula, charge and spin: 33.2 kcal/mol
- Calculated total energy: -55909.0390 eV
- HOMO energy: -0.3966 hartree
- SMILES: O=C1OCCO1.O=C1OCCO1.O=C1OCCO1.O=C1OCCO1.O=C1OCCO1.O=C1OCCO1

Okay, here come the natural (NBO) numbers, in e, for every atom: -0.5704 -0.4713 -0.5587 -0.4840 -0.5808 -0.4973 -0.5714 -0.5061 -0.4898 -0.4961 -0.5022 -0.4876 -0.5607 -0.6064 -0.5000 -0.4896 -0.4840 -0.4950 -0.1120 -0.0948 -0.1078 0.9673 0.9657 -0.0999 -0.1039 -0.1071 0.9706 -0.1081 -0.1051 -0.0979 -0.1105 0.9694 0.9787 0.9717 -0.0988 -0.0995 0.2084 0.1948 0.1880 0.1888 0.1935 0.2153 0.1978 0.1630 0.2077 0.2000 0.1940 0.2131 0.2076 0.2142 0.2039 0.1855 0.2076 0.2219 0.1913 0.2009 0.2031 0.1944 0.1927 0.1859

=====

No. 2
The following is a quantum chemistry calculation of a structure of composition C18H25BBr2F4O6Ta in a non-equilibrium geometry, from the OMol25 dataset.

ORCA input file:
```
! RIJCOSX wB97M-V def2-TZVPD def2/J DEFGRID3
* xyz 1 1
Ta -13.874 -0.356 10.986
Br -11.966 -1.409 11.967
Br -14.307 -4.054 10.530
F -12.830 1.385 10.540
F -15.035 1.494 10.127
F -13.607 2.929 8.991
F -14.128 3.262 11.230
O -15.479 -1.112 11.650
O -13.794 -1.247 9.420
O -14.358 0.889 12.733
O -14.902 2.136 14.429
O -16.362 -1.912 13.585
O -17.153 1.145 11.920
C -13.478 -2.190 8.426
C -12.245 -5.342 5.720
C -12.716 -4.286 6.718
C -17.451 -0.010 12.621
C -12.851 -0.454 6.508
C -13.002 -1.864 7.154
C -13.627 -3.542 8.801
C -16.544 2.115 12.737
C -13.252 -4.568 7.949
C -11.339 -0.269 6.270
C -12.636 -2.956 6.414
C -10.699 -5.184 5.575
C -15.176 1.653 13.267
C -13.579 -0.535 5.171
C -12.902 -5.222 4.346
C -12.581 -6.764 6.242
C -13.445 0.688 7.286
C -16.366 -1.131 12.695
B -13.899 2.460 10.175
H -11.072 0.669 5.809
H -13.981 1.900 14.688
H -12.883 0.801 8.221
H -10.823 -0.220 7.258
H -12.037 -7.067 7.194
H -17.162 2.349 13.641
H -13.507 0.432 4.737
H -10.240 -5.360 6.556
H -13.651 -6.773 6.396
H -18.279 -0.602 12.117
H -10.285 -5.941 4.923
H -17.727 0.163 13.661
H -13.142 -1.204 4.462
H -12.337 -7.504 5.512
H -14.492 0.547 7.472
H -10.379 -4.181 5.217
H -16.420 3.016 12.078
H -13.304 1.608 6.702
H -12.541 -5.988 3.697
H -13.426 -5.601 8.262
H -14.657 -0.804 5.344
H -13.994 -5.280 4.417
H -12.308 -2.734 5.395
H -12.710 -4.224 3.882
H -10.916 -1.116 5.737
*
```

Calculated values
- ΔE to the lowest compared entry with this formula, charge and spin: 8.3 kcal/mol
- Calculated total energy: -184543.4193 eV
- HOMO energy: -0.4323 hartree

Okay, here come the Mulliken numbers, in e, for every atom: 2.1242 -0.2408 -0.1729 -0.4209 -0.4930 -0.1610 -0.2745 -0.6758 0.0913 -0.6235 -0.4567 -0.5022 -0.3350 1.4930 1.6596 -0.7132 -0.4248 2.3814 -0.8138 -0.7855 -0.5708 0.5678 -1.6720 -0.3897 -1.5123 0.9312 -1.8270 -1.5651 -2.0665 -2.1620 0.3661 0.3918 0.4524 0.4149 0.1678 0.3158 0.2890 0.4526 0.5085 0.3664 0.5042 0.3578 0.4584 0.4079 0.4214 0.4435 0.5650 0.2686 0.2683 0.6060 0.4907 0.5347 0.3625 0.3715 0.1664 0.2957 0.3626

=====

No. 3
The following is a quantum chemistry calculation of a cluster of 5 separate species, C18H25BClF12N4O10 in total, from the OMol25 dataset.

ORCA input file:
```
! RIJCOSX wB97M-V def2-TZVPD def2/J DEFGRID3
* xyz 1 1
Cl -1.987 3.651 -3.956
F -0.837 -4.988 -2.672
F -0.860 -2.890 -2.140
F 6.890 -5.151 -1.584
F -2.464 3.574 8.427
F -4.544 3.804 7.863
F -5.726 4.514 0.807
F 0.062 -3.524 -3.997
F 6.160 -6.860 -0.470
F -3.460 2.004 7.320
F -4.015 3.250 0.406
F -4.034 5.297 -0.300
F 8.283 -6.453 -0.550
O -3.659 3.532 5.155
O 1.820 -5.088 -2.354
O 7.995 -4.243 0.904
O 2.075 2.563 -2.568
O -6.372 4.571 -1.780
O 5.954 -5.035 1.467
O 1.020 3.225 -4.614
O -2.089 4.854 6.097
O -5.000 2.795 -2.024
O 1.638 -3.098 -1.293
N -0.223 1.832 -3.008
N -1.517 2.221 -3.235
N -1.630 0.307 -2.213
N 0.700 -0.121 -1.976
C 8.391 -4.044 3.309
C -2.331 1.292 -2.743
C 3.047 -5.890 -0.391
C -0.351 0.630 -2.368
C -3.354 3.327 7.477
C -3.396 4.107 3.860
C 8.000 -3.335 2.033
C -2.161 3.502 3.229
C -2.931 4.009 6.155
C 3.138 -5.344 -1.795
C 6.929 -5.007 0.775
C -8.102 3.214 -2.853
C 1.229 -3.976 -2.004
C -5.414 3.753 -1.429
C 7.078 -5.895 -0.481
C -0.140 -3.862 -2.712
C -7.060 4.294 -3.029
C -4.794 4.212 -0.089
B 1.023 2.603 -3.414
H 8.463 -3.324 4.123
H -4.284 3.888 3.273
H -2.256 2.417 3.173
H -3.408 1.383 -2.770
H 1.831 2.658 -1.640
H 1.348 0.174 -1.269
H 2.612 -5.161 0.293
H 3.730 -4.431 -1.843
H 8.730 -2.574 1.767
H 4.037 -6.145 -0.028
H -8.654 3.083 -3.782
H -8.803 3.487 -2.065
H 3.582 -6.070 -2.471
H -1.271 3.732 3.812
H -6.325 4.034 -3.790
H 7.654 -4.799 3.581
H 0.743 -1.085 -2.266
H -3.309 5.189 3.954
H 9.355 -4.536 3.191
H 7.023 -2.861 2.114
H 2.423 -6.784 -0.373
H -7.645 2.262 -2.586
H -2.027 3.897 2.222
H -7.516 5.241 -3.303
H 0.986 4.188 -4.557
*
```

Calculated values
- Calculated total energy: -91312.6100 eV
- HOMO energy: -0.4689 hartree

Okay, here come the Mulliken numbers, in e, for every atom: 0.0779 -0.2451 -0.2259 -0.2705 -0.2339 -0.2483 -0.2625 -0.2693 -0.2492 -0.2455 -0.2302 -0.2700 -0.2492 -0.3553 -0.2996 -0.3138 -0.4115 -0.3151 -0.5163 -0.4692 -0.5043 -0.5207 -0.5620 0.2429 0.0229 -0.4046 -0.1162 -1.0968 -0.2885 -0.9121 0.3004 0.9298 -0.1111 -0.2212 -1.0893 0.2946 -0.2195 0.3192 -1.1166 0.3882 0.2315 0.9918 0.9029 -0.1860 1.0591 0.4516 0.3689 0.2075 0.3033 0.6973 0.3328 0.1865 0.2791 0.3207 0.3195 0.2010 0.3855 0.3214 0.3283 0.4065 0.2881 0.3197 -0.0064 0.3392 0.3077 0.3144 0.3302 0.3136 0.2913 0.3242 0.3359

=====

No. 4
The following is a quantum chemistry calculation of an isolated molecule of C18H25ClN2O3S in a non-equilibrium geometry, from the OMol25 dataset.

ORCA input file:
```
! RIJCOSX wB97M-V def2-TZVPD def2/J DEFGRID3
* xyz 0 1
Cl -2.774 -3.045 -0.394
S -2.717 -0.186 0.908
O -3.065 -1.116 1.940
O -2.374 1.151 1.305
O 2.272 0.878 -2.166
N -3.890 -0.234 -0.274
N 2.970 0.511 -0.049
C -5.942 0.694 0.722
C 0.861 -1.801 -1.417
C 5.349 0.476 -0.700
C -0.181 -0.052 -0.148
C 4.151 1.325 -0.263
C -1.362 -2.098 -0.576
C -3.808 0.849 -1.232
C 4.023 -1.212 1.394
C 0.923 -0.535 -0.842
C -5.934 1.807 -0.324
C -0.270 -2.586 -1.283
C -4.494 2.119 -0.729
C 6.166 -0.126 0.449
C 2.121 0.343 -1.083
C 2.881 -0.208 1.198
C -5.237 -0.540 0.165
C 5.365 -0.540 1.688
C -1.314 -0.831 -0.016
H -6.964 0.437 1.003
H 4.968 -0.316 -1.347
H 3.901 2.029 -1.060
H 1.927 -0.737 1.231
H 4.104 -1.852 0.514
H -0.317 -3.569 -1.722
H -6.500 1.485 -1.202
H -0.184 0.929 0.301
H -6.411 2.703 0.076
H 3.753 -1.845 2.241
H -4.277 0.503 -2.160
H -2.749 1.031 -1.422
H 4.371 1.881 0.649
H 6.700 -0.996 0.061
H -5.148 -1.315 0.927
H 5.987 -1.225 2.269
H -4.470 2.879 -1.512
H 2.896 0.516 2.022
H 5.184 0.333 2.319
H -5.782 -0.943 -0.695
H -5.408 1.026 1.614
H -3.941 2.488 0.135
H 6.921 0.596 0.769
H 1.707 -2.171 -1.976
H 6.014 1.090 -1.309
*
```

Calculated values
- ΔE to the lowest compared entry with this formula, charge and spin: 19.0 kcal/mol
- Calculated total energy: -51552.4836 eV
- HOMO energy: -0.3413 hartree
- SMILES: O=C(c1ccc(Cl)c(S(=O)(=O)N2CCCCC2)c1)N1CCCCCC1

Okay, here come the natural (NBO) numbers, in e, for every atom: 0.0548 2.3310 -0.9310 -0.9489 -0.6163 -0.6823 -0.4290 -0.4182 -0.1545 -0.4123 -0.1182 -0.2305 -0.0127 -0.2247 -0.4166 -0.1319 -0.3981 -0.2243 -0.4252 -0.3976 0.6657 -0.2079 -0.2286 -0.4037 -0.3802 0.2130 0.2067 0.2452 0.2236 0.2021 0.2345 0.1906 0.2462 0.2132 0.2166 0.2014 0.2172 0.1939 0.2038 0.2411 0.2144 0.2113 0.1918 0.1932 0.1975 0.2089 0.2278 0.2035 0.2263 0.2172

=====

No. 5
The following is a quantum chemistry calculation of an isolated molecule of C18H25F3N4O4, from the OMol25 dataset.

ORCA input file:
```
! RIJCOSX wB97M-V def2-TZVPD def2/J DEFGRID3
* xyz 0 1
F 5.786 -2.968 0.246
F 6.007 -0.950 -0.502
F 4.791 -1.327 1.248
O -1.589 1.705 3.292
O 4.134 -2.312 -2.052
O -1.429 1.808 -0.271
O 0.739 -0.554 0.665
N 2.743 -1.933 -0.288
N -0.266 3.467 3.538
N -2.408 0.282 1.110
N -0.718 -0.940 -1.098
C 0.257 4.041 1.141
C -0.973 2.565 4.120
C -0.401 3.204 2.179
C -2.878 -0.589 0.068
C 3.937 -2.035 -0.890
C -1.216 2.132 2.038
C 0.027 6.027 -0.406
C -0.659 5.163 0.643
C 0.505 -1.095 -0.389
C 0.267 -3.616 -2.562
C -3.867 -0.010 -0.898
C -4.322 -0.997 0.141
C -1.872 -1.592 -0.441
C 0.918 -3.453 -1.191
C 1.514 -2.016 -1.049
C 5.150 -1.810 0.042
C -1.683 1.402 0.856
C 1.965 -4.542 -0.973
H -1.128 2.420 5.177
H -0.228 -4.585 -2.637
H 1.498 -5.519 -1.100
H 1.714 -1.636 -2.055
H -0.462 -2.831 -2.757
H -0.969 5.777 1.493
H -2.460 -0.037 2.064
H -4.130 1.028 -0.763
H -4.574 -2.000 -0.175
H -4.897 -0.619 0.974
H 0.539 3.409 0.298
H 0.150 -3.582 -0.420
H -1.529 -2.205 0.397
H 1.164 4.466 1.575
H 0.321 5.428 -1.270
H 2.773 -4.455 -1.701
H -0.631 6.822 -0.757
H 0.928 6.493 -0.002
H -0.910 0.064 -1.135
H 2.676 -1.537 0.639
H -3.802 -0.338 -1.926
H 1.034 -3.569 -3.339
H 2.396 -4.505 0.027
H -1.562 4.713 0.224
H -2.368 -2.261 -1.151
*
```

Calculated values
- ΔE to the lowest compared entry with this formula, charge and spin: 23.8 kcal/mol
- Calculated total energy: -41375.4396 eV
- HOMO energy: -0.3494 hartree
- SMILES: CCCc1ncoc1C(=O)NC1(CNC(=O)[C@@H](NC(=O)C(F)(F)F)C(C)C)CC1

Okay, here come the natural (NBO) numbers, in e, for every atom: -0.3098 -0.3025 -0.3280 -0.4160 -0.5837 -0.6435 -0.5661 -0.6004 -0.4573 -0.6054 -0.7393 -0.4429 0.3482 0.1815 0.0737 0.5823 0.0951 -0.6033 -0.3807 0.7440 -0.6140 -0.4015 -0.4132 -0.2006 -0.2067 -0.1608 0.9045 0.6624 -0.6129 0.1966 0.2093 0.2139 0.2473 0.2270 0.1992 0.4121 0.2345 0.2200 0.2249 0.2368 0.1909 0.1955 0.2215 0.2050 0.2262 0.2107 0.2015 0.4286 0.4406 0.2237 0.2134 0.2127 0.2070 0.1980